(1)
Entry from OMol25: C3H6BrN2O as an isolated structure (ωB97M-V/def2-TZVPD).

## Properties
Spin multiplicity   1
LUMO level (alpha / beta)   -0.186 / -0.186 Ha
Charge   +1
HOMO energy (alpha / beta)   -0.547 / -0.547 hartree
Total energy   -78267.923 eV

Cartesian coordinates (Å):
C: 2.08201 0.64380 1.01060
C: -1.46633 -1.11577 -0.01821
C: -0.29250 0.85416 -0.79026
N: 0.47908 -0.48120 1.06686
N: -0.30686 -0.20191 0.21121
O: 2.02372 1.66187 1.53043
Br: 3.37759 -0.44860 0.18384
H: -2.26154 -0.83833 -0.67393
H: -1.73618 -1.49800 1.00247
H: -0.97418 -1.97270 -0.56514
H: -0.87613 0.49582 -1.54181
H: 0.67674 1.17808 -1.08925
H: -0.72543 1.72277 -0.32680



(2)
Entry from OMol25: an isolated ion of composition C3H6BrN2O2 and charge +1 (ωB97M-V/def2-TZVPD).

## Properties
Structure (SMILES)   [NH3+][C@@H]1COC(=O)N1Br
Spin multiplicity   1
LUMO level   -0.165 Ha
Charge   +1
HOMO energy   -0.530 hartree
Total energy   -80317.316 eV

Cartesian coordinates (Å):
C: -1.24331 1.41885 0.06080
C: 0.86821 0.94267 -0.50243
C: 0.01453 -0.42138 -0.39186
N: -1.22953 0.00594 -0.05069
N: 0.79513 -1.25753 0.70818
O: -2.19625 2.01059 0.45164
O: -0.03776 1.89666 -0.05796
Br: -2.60945 -1.28215 -0.18990
H: 1.78190 0.77371 0.08165
H: 1.00068 1.30179 -1.55699
H: 0.04210 -1.04700 -1.33883
H: 0.76785 -0.75323 1.58243
H: 1.70161 -1.45556 0.26682
H: 0.34428 -2.13337 0.93714



(3)
Entry from OMol25: an isolated ion of composition C3H6BrN2P2 and charge +1 (ωB97M-V/def2-TZVPD).

## Properties
Structure (SMILES)   [PH2]#CN/C(Br)=C\[N+]#[PH2]
Spin multiplicity   1
LUMO level   -0.200 Ha
Charge   +1
HOMO energy   -0.461 hartree
Total energy   -94796.955 eV

Cartesian coordinates (Å):
C: 1.65312 -0.98921 0.04506
C: 2.53099 0.07559 0.03093
C: 0.69239 1.49433 -0.00505
N: 0.37894 -0.75213 -0.09192
N: 1.95988 1.33127 0.02196
P: -0.73556 2.41276 0.20318
P: -1.16373 -1.10148 0.36615
Br: 4.41225 -0.03946 0.04262
H: 2.03440 -1.99871 0.13848
H: 2.61728 2.11714 0.03421
H: -1.54314 1.31040 0.61249
H: -1.15834 2.44900 -1.13238
H: -0.97409 -2.25119 1.13993
H: -1.54751 -1.75922 -0.81271



Q: Which of these has the highest total energy?
A: C3H6BrN2O